1.
C35H43BNO5P2S | the ωB97M-V functional and the def2-TZVPD basis

Its charge is -1. The calculation puts the frontier orbital gap at 0.269 Eh. Its HOMO energy is -5.2 eV. Its total energy is -2896.2616 hartree.

Cartesian coordinates (Å):
C -6.31 1.64 1.06
B -5.94 0.26 0.32
O -7.01 -0.69 0.20
C -4.50 -0.17 -0.27
P -4.66 -1.94 -0.92
O -5.00 -2.91 0.18
C -3.54 -0.34 1.01
O -3.89 0.06 2.14
O -2.44 -0.94 0.82
N -3.82 0.77 -1.19
C -4.18 0.76 -2.59
C -5.57 1.38 -3.00
O -5.70 1.22 -4.43
P -3.33 2.28 -0.54
S -1.36 2.30 -0.50
H -6.45 2.46 0.30
H -5.57 1.92 1.84
H -7.31 1.53 1.55
H -7.69 -0.28 -0.37
H -5.60 -1.96 -2.01
H -3.37 -2.31 -1.42
H -4.13 -0.24 -3.10
H -3.41 1.39 -3.13
H -6.38 0.73 -2.57
H -5.72 2.45 -2.69
H -5.04 1.80 -4.85
H -3.75 2.54 0.78
H -3.69 3.40 -1.37
C 3.30 -0.73 1.94
C 1.99 -0.45 1.56
C 1.72 0.66 0.78
C 2.75 1.50 0.36
C 4.06 1.22 0.73
C 4.34 0.11 1.52
H 3.52 -1.59 2.55
H 1.19 -1.10 1.88
H 0.70 0.88 0.49
H 2.53 2.36 -0.26
H 4.87 1.87 0.41
H 5.36 -0.11 1.82
C -1.39 -2.20 -5.69
C -2.40 -1.32 -5.35
C -3.52 -1.19 -6.17
C -3.62 -1.95 -7.32
C -2.61 -2.83 -7.67
C -1.48 -2.95 -6.85
H -0.52 -2.29 -5.05
H -2.33 -0.73 -4.44
H -4.31 -0.50 -5.90
H -4.50 -1.85 -7.96
H -2.69 -3.43 -8.57
H -0.69 -3.64 -7.12
C 4.40 -1.23 -3.78
C 3.38 -0.35 -3.43
C 2.27 -0.22 -4.26
C 2.18 -0.98 -5.42
C 3.20 -1.86 -5.76
C 4.31 -1.98 -4.94
H 5.27 -1.32 -3.13
H 3.45 0.23 -2.52
H 1.47 0.47 -3.99
H 1.31 -0.88 -6.06
H 3.12 -2.45 -6.66
H 5.11 -2.66 -5.21
C 1.00 1.20 7.25
C 1.76 0.94 6.11
C 1.18 0.30 5.02
C -0.16 -0.06 5.06
C -0.92 0.21 6.19
C -0.34 0.84 7.28
H 1.45 1.70 8.10
H 2.81 1.23 6.08
H 1.77 0.09 4.14
H -0.62 -0.55 4.20
H -1.97 -0.06 6.21
H -0.93 1.05 8.17
C 8.00 1.45 5.09
C 6.75 1.15 4.56
C 5.80 0.49 5.33
C 6.10 0.13 6.64
C 7.35 0.43 7.17
C 8.30 1.09 6.40
H 8.74 1.97 4.49
H 6.51 1.44 3.54
H 4.83 0.25 4.91
H 5.36 -0.38 7.24
H 7.58 0.16 8.20
H 9.27 1.32 6.82

Charges obtained by Löwdin population analysis, quoted in units of e: -0.039, -0.475, 0.039, -0.385, 0.751, -0.429, -0.717, -0.027, -0.086, -0.304, -0.253, -0.224, -0.103, 0.383, 0.120, 0.063, 0.054, 0.067, 0.098, 0.017, 0.034, 0.101, 0.121, 0.120, 0.114, 0.084, 0.001, -0.020, -0.113, -0.095, -0.078, -0.096, -0.111, -0.118, 0.101, 0.112, 0.027, 0.101, 0.094, 0.087, -0.095, -0.084, -0.088, -0.099, -0.104, -0.097, 0.096, 0.091, 0.085, 0.098, 0.096, 0.098, -0.096, -0.083, -0.083, -0.107, -0.104, -0.106, 0.099, 0.094, 0.105, 0.090, 0.096, 0.095, -0.112, -0.101, -0.080, -0.069, -0.089, -0.109, 0.093, 0.083, 0.073, 0.110, 0.104, 0.093, -0.100, -0.092, -0.090, -0.093, -0.103, -0.106, 0.098, 0.092, 0.091, 0.102, 0.097, 0.096

---

2.
C35H43ClMnP2Si2 | the ωB97M-V functional and the def2-TZVPD basis

Its charge is +1. The calculation puts the frontier orbital gap (alpha / beta) at 0.230 / 0.175 Eh. As for the spin multiplicity: 5. Its HOMO energy (alpha / beta) is -9.1 / -9.9 eV. The calculation puts the energy above the lowest of the compared OMol25 structures with the same formula, charge and spin at 54.47 kcal/mol. Its total energy is -4232.1027 hartree.

Cartesian coordinates (Å):
C 4.60 -0.41 -1.99
C 3.55 -1.39 -1.99
C 2.33 -0.73 -2.38
H 3.65 -2.46 -1.81
C 2.63 0.66 -2.61
C 4.04 0.85 -2.39
H 4.61 1.76 -2.57
H 5.66 -0.62 -1.80
H 1.37 -1.19 -2.57
H 1.95 1.43 -2.97
Mn 3.08 0.14 -0.59
Si -3.28 -0.49 -0.65
C -4.19 -1.28 0.81
C -4.51 -0.57 1.98
H -4.27 0.48 2.08
C -5.12 -1.23 3.07
H -5.35 -0.68 3.98
C -5.42 -2.59 2.99
H -5.91 -3.10 3.83
C -5.10 -3.29 1.82
H -5.33 -4.36 1.76
C -4.49 -2.65 0.74
H -4.22 -3.21 -0.15
C -4.32 1.06 -0.97
C -5.65 0.84 -1.37
H -6.02 -0.17 -1.48
C -6.49 1.93 -1.63
H -7.51 1.76 -1.95
C -6.03 3.25 -1.47
H -6.68 4.09 -1.69
C -4.73 3.46 -1.02
H -4.35 4.48 -0.89
C -3.89 2.38 -0.74
H -2.89 2.57 -0.36
H -3.24 -1.43 -1.80
Si -1.34 0.41 0.78
C -0.93 1.08 -1.03
C -1.08 0.40 -2.27
H -1.24 -0.68 -2.33
C -1.07 1.08 -3.49
H -1.29 0.53 -4.41
C -0.78 2.45 -3.54
H -0.83 2.98 -4.49
C -0.43 3.09 -2.35
H -0.14 4.15 -2.38
C -0.45 2.41 -1.13
H -0.13 2.94 -0.24
C -0.93 -1.51 0.75
C -0.39 -2.26 -0.33
H 0.00 -1.75 -1.21
C -0.37 -3.66 -0.30
H -0.03 -4.21 -1.18
C -0.77 -4.34 0.85
H -0.76 -5.43 0.87
C -1.15 -3.61 1.98
H -1.44 -4.13 2.89
C -1.20 -2.21 1.93
H -1.50 -1.66 2.83
H -1.16 1.22 2.00
Cl 1.15 0.63 1.12
C 2.63 -2.37 1.73
P 3.77 -1.07 1.19
C 5.40 -1.87 1.00
C 3.96 0.04 2.66
C 4.36 1.47 2.29
P 4.01 1.93 0.52
C 2.92 3.38 0.62
C 5.58 2.60 -0.09
H 2.20 -2.87 0.85
H 1.81 -1.94 2.30
H 3.17 -3.11 2.34
H 6.15 -1.14 0.67
H 5.69 -2.29 1.98
H 5.32 -2.67 0.26
H 3.01 0.02 3.20
H 4.72 -0.43 3.31
H 3.83 2.20 2.92
H 5.43 1.64 2.45
H 3.45 4.21 1.09
H 2.62 3.67 -0.40
H 2.02 3.14 1.19
H 6.02 3.26 0.67
H 6.29 1.79 -0.31
H 5.40 3.17 -1.01

Charges obtained by Löwdin population analysis, quoted in units of e: -0.197, -0.173, -0.164, 0.114, -0.148, -0.182, 0.107, 0.111, 0.091, 0.103, 0.098, 0.811, -0.339, -0.103, 0.101, -0.072, 0.109, -0.070, 0.112, -0.073, 0.109, -0.107, 0.100, -0.303, -0.092, 0.105, -0.071, 0.110, -0.070, 0.110, -0.072, 0.108, -0.101, 0.068, 0.041, 0.649, -0.372, -0.173, 0.057, -0.062, 0.119, -0.071, 0.113, -0.072, 0.113, -0.152, 0.088, -0.381, -0.126, 0.060, -0.075, 0.114, -0.073, 0.110, -0.071, 0.114, -0.127, 0.110, -0.004, 0.283, -0.245, 0.768, -0.232, -0.393, -0.363, 0.791, -0.271, -0.243, 0.036, 0.028, 0.056, 0.044, 0.056, 0.051, 0.059, 0.088, 0.091, 0.081, 0.054, 0.048, 0.001, 0.056, 0.051, 0.046

---

3.
C35H43ClN2PbSi2 | the ωB97M-V functional and the def2-TZVPD basis

Its charge is +2. The calculation puts the frontier orbital gap (alpha / beta) at 0.181 / 0.161 Eh. Its HOMO energy (alpha / beta) is -12.8 / -12.5 eV. Its total energy is -2700.4090 hartree.

Cartesian coordinates (Å):
C -2.45 4.47 2.44
C -1.79 3.49 3.24
C -0.46 3.35 2.76
H -2.22 2.99 4.11
C -0.30 4.25 1.66
C -1.52 4.95 1.48
H -1.71 5.76 0.78
H -3.47 4.84 2.60
H 0.32 2.73 3.19
H 0.63 4.43 1.12
Pb -1.98 1.98 0.10
Si 2.14 -2.42 -2.01
C 2.10 -4.22 -1.51
C 2.14 -5.37 -2.33
H 2.08 -5.28 -3.42
C 2.29 -6.64 -1.74
H 2.42 -7.52 -2.37
C 2.29 -6.78 -0.34
H 2.40 -7.77 0.11
C 2.18 -5.65 0.46
H 2.17 -5.73 1.55
C 2.15 -4.38 -0.12
H 2.18 -3.49 0.52
C 3.76 -2.18 -2.88
C 4.83 -2.82 -2.22
H 4.63 -3.65 -1.53
C 6.13 -2.34 -2.38
H 6.93 -2.76 -1.77
C 6.39 -1.33 -3.31
H 7.41 -0.95 -3.42
C 5.34 -0.84 -4.11
H 5.56 -0.08 -4.86
C 4.03 -1.28 -3.92
H 3.21 -0.94 -4.57
H 2.28 -1.54 -0.83
Si 0.21 -0.13 -0.20
C 1.75 0.88 -0.24
C 2.77 0.66 0.72
H 2.79 -0.28 1.27
C 3.71 1.66 0.99
H 4.46 1.49 1.76
C 3.69 2.87 0.29
H 4.44 3.65 0.50
C 2.75 3.05 -0.74
H 2.76 3.98 -1.32
C 1.83 2.05 -1.05
H 1.10 2.18 -1.85
C 0.00 -1.20 1.29
C 0.05 -0.59 2.57
H 0.23 0.49 2.64
C -0.09 -1.36 3.73
H -0.09 -0.87 4.70
C -0.19 -2.76 3.66
H -0.23 -3.37 4.57
C -0.18 -3.37 2.39
H -0.16 -4.45 2.32
C -0.18 -2.60 1.22
H -0.26 -3.10 0.25
H 0.90 -1.90 -2.65
Cl -1.13 -0.47 -1.78
C -3.72 -0.52 1.32
N -4.00 0.90 1.01
C -4.36 1.59 2.27
C -5.10 1.05 0.00
C -5.19 2.49 -0.46
N -3.90 2.95 -1.08
C -3.77 2.43 -2.47
C -3.82 4.42 -1.10
H -3.32 -1.03 0.43
H -2.95 -0.56 2.12
H -4.64 -1.03 1.67
H -5.35 1.27 2.62
H -3.61 1.36 3.03
H -4.37 2.68 2.12
H -4.88 0.38 -0.84
H -6.06 0.75 0.47
H -5.99 2.58 -1.22
H -5.44 3.16 0.36
H -4.68 2.65 -3.06
H -2.91 2.93 -2.93
H -3.59 1.35 -2.47
H -2.88 4.71 -1.58
H -3.82 4.81 -0.08
H -4.66 4.86 -1.65

Charges obtained by Löwdin population analysis, quoted in units of e: -0.174, -0.162, -0.183, 0.102, -0.205, -0.160, 0.101, 0.102, 0.090, 0.086, 1.420, 0.713, -0.328, -0.071, 0.114, -0.061, 0.113, -0.062, 0.114, -0.082, 0.104, -0.160, 0.077, -0.325, -0.098, 0.103, -0.069, 0.110, -0.069, 0.112, -0.079, 0.107, -0.096, 0.101, -0.024, 0.385, -0.347, -0.078, 0.115, -0.036, 0.125, -0.028, 0.132, -0.061, 0.125, -0.095, 0.105, -0.337, -0.104, 0.083, -0.053, 0.121, -0.026, 0.130, -0.045, 0.117, -0.097, 0.108, -0.068, 0.345, -0.075, -0.398, -0.081, -0.159, -0.165, -0.413, -0.086, -0.081, 0.078, 0.089, 0.119, 0.121, 0.089, 0.064, 0.127, 0.150, 0.147, 0.127, 0.120, 0.100, 0.065, 0.096, 0.075, 0.119